ORCA calculation (ωB97M-V with the def2-TZVPD basis set) on a 10-piece molecular cluster, H20O10 overall in a non-equilibrium geometry.

Results
SMILES = O.O.O.O.O.O.O.O.O.O
Energy above the lowest of the compared OMol25 structures with the same formula, charge and spin = 2.3319 eV
E_tot = -20800.281 eV
HOMO = -10.80 eV
Largest force on an atom = 2.188 eV Å⁻¹
Total charge = 0

Positions of all 30 atoms, in Å:
H1 -0.420 0.547 2.153
O1 0.814 3.349 -0.724
H2 0.663 2.228 -2.259
H3 1.363 2.942 -0.012
O2 -2.480 -0.767 -1.674
H4 -2.509 -1.254 -2.509
O3 2.211 -0.363 2.107
H5 -0.064 3.005 -0.579
O4 -0.387 1.241 1.450
O5 -1.719 3.089 -0.035
H6 0.435 1.676 1.552
O6 -0.252 -1.459 2.456
O7 -0.167 -3.220 -1.977
H7 1.349 -0.814 2.040
H8 -2.227 3.816 0.369
H9 -0.160 -2.285 1.951
O8 2.029 -2.643 0.343
H10 -0.199 0.024 0.113
O9 0.054 -0.436 -0.672
H11 -0.643 -1.817 3.270
H12 -0.690 1.618 -2.623
H13 1.267 -2.581 -0.267
H14 -0.812 -2.987 -1.268
H15 -1.517 2.531 0.717
O10 0.225 1.585 -2.863
H16 0.013 -4.166 -1.969
H17 -1.567 -0.699 -1.400
H18 2.570 -0.591 2.938
H19 2.329 -1.753 0.582
H20 0.487 0.195 -1.223

=====

ORCA calculation (ωB97M-V with the def2-TZVPD basis set) on a 10-piece molecular cluster, H20O10 overall.

Results
SMILES = O.O.O.O.O.O.O.O.O.O
Energy above the lowest of the compared OMol25 structures with the same formula, charge and spin = 3.0952 eV
E_tot = -20799.517 eV
HOMO = -9.43 eV
Largest force on an atom = 0.995 eV Å⁻¹
Total charge = 0

Positions of all 30 atoms, in Å:
O1 20.832 -19.495 25.837
H1 17.273 -21.403 30.806
H2 16.313 -20.399 28.020
H3 19.838 -22.635 30.257
H4 19.464 -22.850 28.797
H5 18.528 -20.831 27.633
H6 20.133 -19.097 25.300
O2 19.313 -21.255 27.269
H7 18.698 -24.183 26.546
O3 15.903 -21.277 27.995
O4 19.507 -23.761 26.200
O5 22.683 -21.381 24.300
H8 16.906 -18.281 28.246
O6 22.231 -21.452 28.013
O7 17.627 -18.909 28.386
H9 16.663 -22.975 27.419
H10 22.090 -20.900 24.895
H11 23.147 -20.700 23.802
H12 16.678 -22.196 29.646
H13 21.617 -18.963 25.655
H14 19.491 -22.873 26.601
H15 22.958 -20.842 27.853
H16 17.934 -18.733 29.284
H17 16.327 -24.414 27.012
O8 19.247 -23.144 29.693
O9 16.577 -22.029 30.592
O10 17.038 -23.872 27.370
H18 14.964 -21.105 27.866
H19 19.805 -20.523 26.835
H20 21.536 -21.173 27.416

=====

ORCA calculation (ωB97M-V with the def2-TZVPD basis set) on a 10-piece molecular cluster, H20O10 overall in a non-equilibrium geometry.

Results
SMILES = O.O.O.O.O.O.O.O.O.O
Energy above the lowest of the compared OMol25 structures with the same formula, charge and spin = 4.6483 eV
E_tot = -20797.964 eV
HOMO = -10.71 eV
Largest force on an atom = 3.883 eV Å⁻¹
Total charge = 0

Positions of all 30 atoms, in Å:
O1 3.486 2.368 3.470
O2 -2.912 1.811 -0.469
H1 -0.238 -1.851 -1.333
H2 2.793 -2.848 -0.473
H3 -1.087 -3.358 0.903
H4 -3.941 -1.610 -0.088
H5 -1.636 -1.908 -1.858
O3 -4.312 -1.298 0.755
O4 4.724 0.174 -1.694
H6 0.681 2.419 -1.255
H7 -5.031 -1.904 0.781
O5 -2.157 4.276 -0.830
H8 0.612 1.061 -0.705
H9 5.192 -0.737 -1.882
H10 3.970 -0.137 -1.228
H11 -3.752 1.312 -0.685
O6 -0.659 -3.452 1.812
H12 -1.284 -2.955 2.355
O7 -1.177 -1.527 -1.128
H13 1.848 -2.140 -1.461
H14 3.410 2.122 2.504
H15 -0.832 -0.354 0.919
O8 0.881 1.563 -1.455
H16 -1.565 3.658 -0.381
H17 -2.488 1.186 0.107
H18 4.376 2.536 3.694
H19 -1.672 4.355 -1.726
O9 2.375 -2.927 -1.355
O10 -0.270 0.087 1.542
H20 0.662 0.077 1.168

=====

ORCA calculation (ωB97M-V with the def2-TZVPD basis set) on a 10-piece molecular cluster, H20O10 overall in a non-equilibrium geometry.

Results
SMILES = O.O.O.O.O.O.O.O.O.O
Energy above the lowest of the compared OMol25 structures with the same formula, charge and spin = 1.7310 eV
E_tot = -20800.882 eV
HOMO = -10.96 eV
Largest force on an atom = 1.753 eV Å⁻¹
Total charge = 0

Positions of all 30 atoms, in Å:
H1 -2.481 2.954 1.600
O1 1.635 0.211 -1.930
O2 -1.406 -3.207 0.089
H2 -1.543 -0.155 -2.138
H3 -0.389 2.747 -1.565
H4 -1.451 -2.576 1.881
O3 1.531 -2.843 0.198
H5 2.578 3.215 -0.678
H6 -1.145 -0.331 -0.552
H7 -1.719 -2.627 -0.589
H8 -0.976 -0.483 1.434
O4 -1.304 -2.025 2.700
H9 -1.648 2.659 0.391
H10 1.754 0.213 -2.897
H11 2.890 0.411 0.401
H12 -1.211 -2.728 3.375
H13 1.747 -0.044 1.201
O5 -0.570 0.117 0.784
H14 -0.970 0.921 1.166
O6 -1.867 2.335 1.251
H15 2.194 -2.188 0.534
H16 -1.488 3.748 -1.412
H17 2.023 -3.684 0.264
O7 -1.345 2.810 -1.355
H18 -0.468 -3.188 -0.071
H19 0.797 -0.331 -1.922
O8 -1.133 -0.699 -1.474
H20 1.604 1.993 -0.929
O9 1.641 2.968 -0.877
O10 2.719 -0.192 1.120

=====

ORCA calculation (ωB97M-V with the def2-TZVPD basis set) on a 10-piece molecular cluster, H20O10 overall in a non-equilibrium geometry.

Results
SMILES = O.O.O.O.O.O.O.O.O.O
Energy above the lowest of the compared OMol25 structures with the same formula, charge and spin = 6.4231 eV
E_tot = -20796.190 eV
HOMO = -10.41 eV
Largest force on an atom = 9.159 eV Å⁻¹
Total charge = 0

Positions of all 30 atoms, in Å:
O1 -0.925 1.589 2.209
O2 0.631 -2.430 -1.165
H1 0.430 -2.810 3.200
O3 -0.361 -2.701 2.474
H2 -2.515 0.434 -1.806
H3 1.043 -1.611 -1.268
O4 1.527 1.220 -3.426
H4 -1.861 -0.289 2.469
H5 1.639 2.510 -0.307
H6 -3.329 1.951 -0.551
H7 -1.096 0.597 -1.308
H8 0.826 1.111 -4.130
O5 -2.081 -1.115 2.053
H9 -1.016 2.523 2.076
H10 2.134 -1.509 1.726
H11 3.321 -0.212 -0.839
O6 -3.966 1.238 -0.592
O7 -1.718 -0.107 -1.797
H12 -0.283 1.177 1.658
H13 -0.706 -1.908 2.185
H14 -3.648 0.844 0.337
O8 2.404 -0.875 2.288
O9 2.891 0.299 -1.632
H15 1.479 1.800 -1.454
H16 1.089 0.528 -2.816
H17 0.386 -2.927 -1.996
O10 0.957 2.242 -0.746
H18 3.736 0.327 -2.207
H19 1.619 -0.353 2.810
H20 -2.610 -1.543 2.555

=====

ORCA calculation (ωB97M-V with the def2-TZVPD basis set) on a 10-piece molecular cluster, H20O10 overall in a non-equilibrium geometry.

Results
SMILES = O.O.O.O.O.O.O.O.O.O
Energy above the lowest of the compared OMol25 structures with the same formula, charge and spin = 2.7898 eV
E_tot = -20799.823 eV
HOMO = -11.09 eV
Largest force on an atom = 3.583 eV Å⁻¹
Total charge = 0

Positions of all 30 atoms, in Å:
H1 0.433 -1.908 1.030
H2 -0.321 -1.384 -3.570
H3 -0.967 -0.499 0.168
O1 2.979 2.588 0.347
H4 -0.007 1.856 -0.994
O2 -2.136 0.468 -2.275
H5 -2.551 -0.352 -2.345
O3 -1.728 0.062 0.199
H6 -1.222 0.228 -2.502
H7 1.397 -1.292 -0.024
H8 -1.917 2.621 2.024
O4 1.715 -1.666 3.108
H9 0.770 1.000 1.665
O5 0.597 -1.825 0.042
H10 -0.070 -1.153 -2.061
H11 -2.546 -3.168 -1.202
O6 -1.217 1.893 1.986
H12 2.030 -0.924 2.588
H13 3.096 1.844 -0.264
O7 -1.819 -2.656 -1.580
O8 1.565 0.460 1.532
O9 0.089 -0.759 -2.944
O10 0.319 2.475 -0.369
H14 2.155 1.220 1.359
H15 2.461 -2.156 3.512
H16 2.126 2.931 0.121
H17 -1.646 1.174 1.435
H18 -0.111 2.189 0.531
H19 -2.167 -0.042 -0.607
H20 -1.310 -3.227 -0.909

=====

ORCA calculation (ωB97M-V with the def2-TZVPD basis set) on H22HeO11 as an isolated structure in a non-equilibrium geometry.

Results
Energy above the lowest of the compared OMol25 structures with the same formula, charge and spin = 0.5942 eV
E_tot = -22959.495 eV
HOMO = -10.28 eV
Largest force on an atom = 1.055 eV Å⁻¹
Total charge = 0

Positions of all 34 atoms, in Å:
H1 -0.571 -4.656 5.505
O1 -5.111 -7.083 6.957
H2 -5.886 -6.599 7.243
H3 -3.381 -7.331 6.210
H4 -3.725 -6.370 8.210
O2 -5.768 -4.052 5.187
H5 -5.048 -2.544 7.444
H6 -3.118 -4.216 3.581
O3 -1.759 -3.537 9.261
H7 -5.974 -4.372 8.659
O4 -2.459 -2.675 4.784
H8 -1.815 -2.807 8.644
H9 -4.109 -4.699 2.543
H10 -2.215 -4.256 8.823
H11 -0.935 -5.617 4.393
O5 -4.625 -2.023 6.761
O6 -5.488 -3.552 8.740
H12 -2.584 -6.667 9.159
H13 -2.044 -3.488 5.072
H14 -3.483 -6.658 3.320
H15 -2.045 -6.869 5.668
O7 -1.264 -5.247 5.213
O8 -3.334 -7.559 3.036
H16 -5.120 -4.394 4.570
H17 -4.948 -3.668 9.522
H18 -5.015 -1.153 6.848
O9 -2.997 -5.954 8.673
H19 -3.084 -8.025 3.834
O10 -2.610 -7.639 5.734
H20 -5.328 -3.316 5.613
H21 -5.394 -7.997 6.934
O11 -3.840 -4.831 3.452
He1 -3.610 -4.513 6.540
H22 -3.114 -2.488 5.457

=====

ORCA calculation (ωB97M-V with the def2-TZVPD basis set) on a 12-piece molecular cluster, H22NO14 overall in a non-equilibrium geometry.

Results
Energy above the lowest of the compared OMol25 structures with the same formula, charge and spin = 3.8223 eV
E_tot = -30509.463 eV
HOMO = -7.57 eV
Largest force on an atom = 7.967 eV Å⁻¹
Total charge = -1

Positions of all 37 atoms, in Å:
O1 1.991 -3.218 0.248
O2 2.606 3.027 -1.394
H1 1.840 -2.816 -0.709
H2 -1.860 -2.039 -1.131
O3 0.769 -1.703 -2.064
O4 -0.836 3.762 2.228
H3 2.999 2.295 -1.870
O5 -1.130 -0.392 -0.278
H4 -0.859 1.997 -3.961
O6 -1.475 3.875 -1.749
H5 -1.077 3.122 -1.247
H6 -0.451 -3.010 0.922
H7 2.048 -2.181 0.383
H8 0.395 -0.688 2.491
O7 3.603 -0.773 0.916
H9 -1.240 2.929 2.535
O8 -1.726 1.813 -3.521
O9 0.898 0.121 0.358
O10 -2.662 -1.139 2.009
H10 2.895 -0.399 0.408
H11 -2.203 -3.679 -0.951
O11 0.092 -0.505 3.279
O12 -1.529 -2.986 -1.314
H12 -1.942 -0.671 1.602
H13 4.223 -1.157 0.271
H14 -0.218 -1.208 3.710
H15 -0.636 4.424 -1.809
H16 -2.860 -0.446 2.724
H17 -0.071 3.559 1.555
H18 0.275 -2.329 -1.659
H19 -1.812 2.439 -2.744
H20 1.874 2.653 -0.910
N1 -0.276 0.466 0.002
H21 -1.410 -2.727 1.778
O13 -0.599 -3.162 1.850
H22 0.692 -0.954 -1.408
O14 -0.340 1.698 -0.537

=====

> The lowest total charge belongs to which entry?

H22NO14